The following is a DFT calculation (the ωB97M-V functional and the def2-TZVPD basis) of a structure of composition C18H20NO5RhSSe.

XYZ file:
```
47
Properties=species:S:1:pos:R:3:lowdin_spin:R:1
Rh -1.703 -3.048 0.974 2.40
C 2.911 -0.801 -4.793 0.00
C 2.514 -1.488 -3.512 0.00
C 2.526 -0.801 -2.301 0.00
C 2.194 -1.438 -1.117 0.00
C 1.846 -2.779 -1.128 0.00
C 1.824 -3.478 -2.323 0.00
C 2.160 -2.833 -3.507 0.00
S 1.489 -3.600 0.424 0.02
O 0.953 -4.892 0.028 0.02
O 2.751 -3.627 1.148 0.00
N 0.431 -2.641 1.097 0.05
C 0.710 -2.270 2.499 0.01
C -0.542 -1.884 3.314 0.01
O -0.424 -0.959 4.121 0.01
O -1.566 -2.633 3.157 0.12
H 2.797 0.280 -4.708 0.00
H 2.296 -1.139 -5.630 0.00
H 3.955 -1.008 -5.045 0.00
H 2.787 0.252 -2.287 0.00
H 2.188 -0.898 -0.180 0.00
H 1.539 -4.522 -2.308 0.00
H 2.139 -3.383 -4.442 0.00
H 1.411 -1.436 2.568 0.00
H 1.137 -3.113 3.054 0.00
C -1.197 5.584 1.541 0.00
C -1.438 4.128 1.236 0.01
C -2.707 3.650 0.940 0.00
C -2.947 2.308 0.660 0.01
C -4.350 1.866 0.353 0.00
C -1.884 1.385 0.665 0.04
Se -2.237 -0.447 0.231 0.17
C -0.593 1.861 0.971 0.01
C 0.598 0.943 1.016 0.00
C -0.397 3.210 1.246 0.00
H -2.128 6.152 1.489 0.00
H -0.494 6.034 0.833 0.00
H -0.779 5.722 2.542 0.00
H -3.545 4.344 0.928 0.00
H -5.037 2.716 0.397 0.00
H -4.674 1.096 1.056 0.00
H -4.404 1.405 -0.635 0.00
H 0.302 -0.079 0.787 0.00
H 1.054 0.953 2.010 0.00
H 1.355 1.263 0.292 0.00
H 0.610 3.551 1.480 0.00
O -3.433 -3.503 0.862 1.11
```

## Properties
Spin multiplicity = 5
Energy relative to the best compared isomer or geometry (same formula, charge and spin) = 15.10 kcal per mole
LUMO (spin up / spin down) = 4.4 / 4.4 eV
Net charge = -2
Frontier orbital gap (spin up / spin down) = 5.39 / 5.49 eV